ORCA calculation (ωB97M-V/def2-TZVPD) on a structure of composition C26H41CsN3O4PS4Te.

## Properties
HOMO-LUMO gap: 5.95 eV
net charge: 0
energy relative to the best compared isomer or geometry (same formula, charge and spin): 0.00 kJ/mol
energy: -100761.30788 eV

Last column: Mulliken charge in e.
Atoms and positions in Å:
1 H -27.23012 -2.21462 9.01495  0.358
2 C -21.60357 -1.26055 8.11233  -0.999
3 P -24.48896 -4.48350 11.27170  0.443
4 H -26.57824 -3.61011 8.22322  -0.167
5 H -19.04298 -3.55995 5.16463  0.408
6 C -19.71253 -3.72795 6.01810  -0.488
7 C -20.98115 -10.67853 6.37435  0.898
8 H -17.30718 -7.84195 11.02886  0.250
9 C -22.57819 -1.52760 6.90792  -0.814
10 H -23.17102 -10.63280 6.24425  0.216
11 H -25.24286 -2.60942 5.40314  0.526
12 H -16.39190 -4.98665 11.34238  0.277
13 C -25.87652 -4.23720 13.52680  -0.041
14 H -17.75681 -13.77249 3.47934  0.419
15 H -28.27861 -3.62207 8.66286  0.394
16 H -21.99988 -1.71779 6.00854  0.304
17 O -25.59784 -3.42909 10.67480  -0.108
18 C -20.72027 -14.94918 2.33040  -0.463
19 H -18.87157 -10.44747 7.00256  0.485
20 H -22.79025 -12.10477 4.75142  0.250
21 Cs -21.21872 -5.86796 9.89325  1.002
22 S -20.40387 -2.52712 8.52866  0.026
23 H -20.96455 -7.29633 5.95545  0.012
24 C -20.17597 -9.07021 7.96738  -0.499
25 H -18.76582 -15.33894 1.91928  0.403
26 H -18.71019 -5.49300 11.93784  0.269
27 C -22.28370 -10.19483 6.72159  -0.447
28 C -18.83009 -13.77902 3.34597  -0.891
29 C -20.77410 -11.59620 5.31993  0.057
30 C -25.76919 -4.86242 14.91410  -1.310
31 H -23.39842 -8.78994 7.85196  0.452
32 H -26.92586 -4.06471 13.28767  0.126
33 C -17.27663 -6.85870 11.49851  -0.366
34 H -26.31606 -5.81564 14.97095  0.316
35 C -27.25267 -3.27619 8.95684  -0.848
36 N -19.57968 -11.98806 4.95794  -0.622
37 S -23.79283 -6.06908 5.39832  -0.188
38 H -15.26460 -6.20551 10.70686  0.331
39 C -24.46256 -3.31625 5.68754  -1.001
40 H -18.38714 -2.76012 7.38654  0.559
41 H -19.36445 -8.56389 8.51085  0.336
42 H -22.06029 -4.43766 5.95469  -1.008
43 S -23.79454 -2.88941 7.31042  0.275
44 C -19.36815 -14.69382 2.48712  -0.280
45 C -19.38263 -2.62131 7.05386  -1.003
46 C -22.25989 -5.49734 6.22944  1.071
47 H -22.25108 -1.10253 8.94694  0.420
48 C -26.93485 -3.86427 10.32808  -0.179
49 H -21.02297 -15.89193 1.80936  0.304
50 C -19.88575 -10.12589 7.13065  -0.511
51 H -16.76574 -5.68232 9.81451  0.165
52 H -26.16056 -4.10308 15.63095  0.359
53 H -25.43082 -4.88542 6.79382  0.063
54 C -19.77330 -12.96596 4.00146  0.867
55 C -25.01603 -4.73933 5.80788  -0.483
56 H -23.66230 -3.27217 4.97253  0.467
57 C -16.33039 -5.90867 10.77900  -0.794
58 O -18.64536 -6.30622 11.40337  -0.442
59 Te -22.73054 -3.12073 12.22859  -0.406
60 N -21.37008 -8.59355 8.22956  -0.061
61 H -17.03264 -7.01733 12.53868  0.303
62 S -19.54146 -5.41833 6.66876  -0.023
63 H -23.14636 -0.57765 6.81067  0.466
64 H -22.32870 -5.54460 7.27312  -0.217
65 H -24.73197 -5.03443 15.21864  0.292
66 H -27.67176 -3.39844 11.07202  0.153
67 H -20.70001 -6.04498 4.72228  0.419
68 H -25.22530 -3.31678 13.52617  0.284
69 H -25.85765 -4.86197 5.13700  0.458
70 N -21.76347 -12.20258 4.59861  -0.010
71 O -25.35257 -5.12894 12.48996  -0.345
72 C -21.65159 -14.18420 2.99643  -0.812
73 O -24.17163 -5.50956 10.26633  -0.670
74 H -20.70437 -3.58374 5.53340  0.158
75 H -21.04448 -0.36342 7.92658  0.481
76 C -22.41685 -9.15256 7.62295  -0.740
77 H -22.72420 -14.32113 2.84151  0.346
78 C -21.12857 -13.15503 3.79651  0.257
79 H -27.03656 -4.94753 10.31843  0.409
80 H -19.38467 -1.59847 6.55034  0.388
81 C -20.98444 -6.18808 5.80269  -0.286



ORCA calculation (ωB97M-V/def2-TZVPD) on a structure of composition C26H41HgNO34PS6.

## Properties
HOMO-LUMO gap: 7.28 eV
net charge: -1
energy relative to the best compared isomer or geometry (same formula, charge and spin): 0.00 kJ/mol
energy: -177202.70697 eV

Last column: Mulliken charge in e.
Atoms and positions in Å:
1 O 30.68198 -10.16089 -15.05263  -0.574
2 H 28.89324 -1.18069 -10.14234  0.013
3 H 29.01984 0.25617 -9.13093  0.403
4 H 34.02099 -3.21441 -11.56616  0.205
5 H 26.88298 -1.36590 -8.76254  0.358
6 H 26.93318 -6.97518 -11.96037  -0.333
7 C 29.81796 -2.48013 -7.77414  0.359
8 H 33.06424 -9.34533 -9.37628  0.203
9 C 27.81932 -10.04106 -7.76514  1.750
10 C 31.81638 -9.84085 -7.64038  0.500
11 O 29.08505 -5.47423 -8.39464  -0.749
12 O 25.66525 -10.47354 -7.10604  -0.356
13 C 30.03332 -8.66029 -12.17823  0.762
14 H 31.04408 -9.90677 -8.40257  -0.172
15 C 29.00756 -4.17596 -11.08546  1.019
16 H 28.12115 -4.60191 -10.62819  -0.856
17 O 30.45477 -4.61877 -12.95669  -0.392
18 C 32.98832 -9.19585 -8.29489  0.285
19 C 34.51170 -5.29090 -11.37539  -0.739
20 N 30.38697 -8.99920 -0.51121  1.000
21 H 35.76692 -3.46389 -11.16824  0.388
22 H 28.05913 -9.19496 -7.11392  -0.657
23 O 25.96457 -12.96246 -6.98749  -0.605
24 C 28.31992 -2.64711 -7.76007  0.560
25 S 31.03914 -10.43136 -13.69034  1.058
26 O 32.12867 -11.33674 -13.43546  -0.561
27 C 34.75252 -3.81096 -11.01924  -0.413
28 H 24.72567 -5.95120 -10.23484  0.366
29 O 34.59698 -11.56466 -6.08894  -0.582
30 O 29.32959 -2.85003 -14.45806  -0.623
31 O 32.93083 -4.89584 -8.28077  -0.458
32 H 26.59870 -6.45965 -8.46197  -0.398
33 H 28.93447 -5.78506 -12.39978  -0.129
34 O 27.91654 -11.31177 -7.19039  -0.475
35 H 27.51066 -6.89922 -6.39327  -0.545
36 C 29.12425 -9.90356 -12.16360  0.156
37 H 31.54814 -9.23362 -6.77906  0.115
38 O 24.95966 -7.03339 -7.29953  -0.305
39 C 26.00022 -6.11753 -7.61395  0.100
40 H 33.03586 -8.11201 -8.17058  -0.163
41 C 28.97577 -0.83099 -9.11221  -0.172
42 H 29.56126 -8.00719 -4.96452  0.613
43 S 23.77143 -7.02131 -12.70316  1.078
44 O 23.37386 -6.39970 -5.43655  -0.633
45 H 28.45251 -9.87571 -8.63779  -0.640
46 O 34.11176 -9.59197 -7.52411  -0.417
47 C 33.26959 -5.60015 -10.60168  0.703
48 S 29.91496 -3.06433 -13.17289  1.160
49 O 30.65385 -3.16536 -7.24930  -0.611
50 H 35.34379 -5.93836 -11.08961  0.301
51 H 27.49989 -5.16559 -6.35044  -0.347
52 H 26.24889 -7.71292 -10.53728  -0.463
53 S 26.47630 -11.74194 -6.45363  1.050
54 O 24.80188 -8.40064 -5.20893  -0.431
55 O 30.95396 -2.23049 -12.68551  -0.561
56 H 31.07862 -8.31450 -2.92232  0.470
57 H 27.25499 -8.38971 -4.74729  -0.083
58 H 28.69140 -10.19095 -11.20796  0.066
59 H 25.60397 -5.15555 -7.95851  0.222
60 H 28.02484 -3.41733 -8.47559  -0.407
61 C 27.33036 -8.96276 -2.65198  -0.793
62 O 26.62921 -11.59782 -5.03618  -0.493
63 H 30.35981 -8.34379 -11.18891  -0.474
64 H 26.28723 -10.60473 -9.08763  0.424
65 O 29.74691 -10.95249 -12.89673  -0.427
66 H 28.22938 -9.61667 -12.72815  0.290
67 S 33.95558 -11.19147 -7.32533  1.059
68 O 31.56776 -8.92216 -0.72277  -0.605
69 O 31.03332 -6.79905 -9.08050  -0.576
70 P 29.49580 -6.91694 -8.76716  0.336
71 C 26.84460 -6.03081 -6.37740  1.602
72 H 30.26193 -5.86417 -11.23347  -0.293
73 O 29.60524 -7.41094 -7.26234  -0.621
74 H 27.65553 -0.53985 -7.44822  0.308
75 H 27.84241 -2.95695 -6.83307  0.460
76 C 26.38011 -9.93330 -8.22842  0.087
77 O 31.20303 -9.07103 -12.86805  -0.268
78 C 29.22826 -8.37259 -4.00128  -0.343
79 C 33.44930 -4.76178 -9.35666  0.302
80 O 34.31844 -3.79097 -9.63235  -0.438
81 H 26.25244 -8.94884 -2.53203  0.437
82 O 25.91234 -6.10309 -5.30956  -0.502
83 O 25.12799 -7.88749 -12.32482  -0.326
84 C 27.83310 -1.27425 -8.23443  -0.695
85 O 28.72397 -3.21254 -12.10885  -0.491
86 O 22.68783 -7.28426 -11.81057  -0.550
87 O 29.87580 -9.12215 0.58026  -0.622
88 C 25.28994 -5.83795 -11.16883  -0.068
89 S 24.62998 -7.06664 -5.70993  0.951
90 H 25.97595 -8.94632 -8.40734  -0.165
91 H 29.48775 -7.82566 -12.61361  -0.135
92 C 25.98970 -7.17484 -11.44633  1.081
93 C 27.86532 -8.60472 -3.88370  0.634
94 H 25.94311 -4.99682 -10.94999  0.225
95 H 32.40824 -5.19630 -11.14636  -0.432
96 C 29.44481 -8.82914 -1.63978  0.158
97 C 28.09112 -9.14349 -1.51884  -0.731
98 H 33.00086 -6.63198 -10.39607  0.107
99 H 29.65936 -3.79990 -10.29356  0.145
100 O 30.14238 -1.38846 -8.47868  -0.387
101 O 32.32111 -11.11932 -7.19231  -0.338
102 C 30.00950 -8.44095 -2.84407  -0.686
103 C 29.72683 -5.20452 -11.91199  0.615
104 Hg 30.95370 -5.58552 -7.17221  1.327
105 H 27.72671 -9.57885 -0.60096  0.447
106 O 23.52495 -6.99927 -14.10783  -0.551
107 O 28.59179 -7.75976 -9.68585  0.179
108 O 34.30564 -11.92633 -8.49012  -0.551
109 H 34.39637 -5.43670 -12.45112  0.408
110 O 24.43636 -5.62078 -12.26503  -0.429